Record 1
{
  "formula": "C51H48N9O7SSeTc",
  "method": "the ωB97M-V functional and the def2-TZVPD basis",
  "species": ["H", "H", "H", "H", "H", "H", "C", "H", "C", "C", "H", "C", "H", "N", "N", "C", "H", "H", "H", "H", "C", "C", "O", "N", "C", "N", "C", "C", "H", "H", "C", "Se", "O", "C", "H", "C", "H", "H", "H", "H", "H", "C", "O", "O", "C", "H", "C", "C", "C", "C", "C", "H", "C", "C", "C", "H", "O", "H", "C", "H", "C", "H", "H", "H", "S", "C", "H", "C", "H", "C", "N", "C", "C", "C", "H", "H", "C", "C", "C", "H", "H", "O", "C", "H", "C", "C", "C", "C", "H", "C", "C", "H", "N", "C", "C", "C", "H", "C", "N", "H", "C", "H", "H", "O", "N", "H", "H", "C", "H", "C", "C", "C", "Tc", "N", "C", "H", "H", "H"],
  "coordinates": [[-0.8540, 2.6744, 11.7868], [-4.6955, 1.5177, -5.9025], [-1.9415, 1.6773, -0.0613], [-0.8232, 1.4753, 9.6479], [4.0892, -4.3053, 0.0673], [-4.9339, 2.9781, -4.9493], [-2.3907, 2.9633, 1.6111], [0.9057, 0.9822, -5.8024], [1.2526, -2.5260, 0.6178], [4.2397, -3.6211, -2.9420], [-2.2670, -5.4822, -1.8501], [-0.5622, -2.7478, 4.9234], [4.2826, -3.4033, -1.8884], [0.7128, 0.2461, -3.3521], [2.6428, -5.7984, -1.6016], [3.8088, -4.8781, -3.3936], [1.9169, -1.7335, -6.7319], [0.3193, 4.5402, -2.5426], [2.2386, -1.0897, -3.0518], [3.5203, -6.1116, -5.1114], [3.8534, -5.1457, -4.7674], [-1.8617, -3.8337, -0.5487], [0.7630, -1.4567, 1.1603], [-0.7032, 1.9244, -3.1392], [2.3680, 3.9060, -2.5368], [-0.9658, -3.0668, 0.0507], [-1.6463, 4.5791, 13.3487], [0.8768, 0.1076, -6.4466], [-0.1565, -0.2267, -6.5336], [-2.9023, -3.5746, -0.4130], [4.7104, -2.9438, -5.2131], [-1.9734, -0.5860, -3.7356], [-3.2725, -1.0558, 0.2936], [-2.2508, 3.4379, -4.3345], [5.0680, -1.7326, -3.4914], [-0.7873, -2.6474, 3.5556], [-2.9051, 5.9228, 9.9151], [-2.2544, 1.6572, -5.5549], [1.2217, 0.4087, -7.4323], [-0.2314, -3.6905, 5.3283], [4.3251, 3.0457, -2.6028], [-2.0565, 1.9563, 3.7526], [-1.4868, -0.5050, -1.1402], [-3.3577, -1.7525, -2.0260], [3.0533, -4.0070, -0.0147], [-2.1417, 3.6204, 13.5347], [-1.4931, 0.7475, 5.8511], [4.2588, -4.1852, -5.6672], [0.3462, -3.3946, -0.0707], [1.4656, 1.3638, -3.0870], [0.8023, -4.4985, -0.8168], [4.4764, -2.3003, -7.9152], [4.6967, -2.6847, -3.8368], [1.7540, -1.0237, -5.9173], [3.2678, 2.8525, -2.7009], [-0.6255, -1.7028, 6.8106], [5.1865, -1.9569, -5.9941], [4.2175, -4.4011, -6.7221], [-2.8710, 2.5493, -5.4125], [3.2696, -2.3364, 1.3095], [-0.5966, 0.6000, -3.3945], [-2.8723, 3.1103, -6.3496], [2.7507, 4.8922, -2.3239], [-4.3269, 1.5133, -4.1799], [-3.0112, -0.6598, -1.1281], [-1.9547, 1.8831, 5.1619], [-1.7559, 3.4307, -2.2328], [-2.4567, 4.9460, 9.8375], [-2.8822, 4.7289, 7.7834], [-1.7085, 0.7706, 3.0634], [-1.4106, 1.0130, 7.1762], [-1.9187, 2.6998, -3.0317], [-4.2926, 2.1121, -5.0865], [-1.9137, 4.3817, 10.9972], [-0.6290, -3.5007, 2.9100], [-2.7333, 2.0346, -2.7305], [-1.8073, 2.2604, 7.3258], [0.5588, 2.4323, -2.9400], [-1.2075, -0.4643, 5.1563], [0.1372, -6.0906, -2.1069], [5.9759, -1.3665, -7.7402], [-3.6067, 0.5991, -1.4766], [-1.4949, -4.9198, -1.3494], [3.5413, 0.7660, -3.1076], [5.4153, -2.2193, -7.3626], [-1.3770, -0.4326, 3.7536], [-2.4317, 3.0685, 2.9861], [-1.8539, 2.9930, 8.5659], [-1.3334, 3.8967, -4.7164], [2.8354, 1.5703, -2.9805], [-1.9805, 1.7754, 1.0129], [-2.7340, 3.9904, 3.4581], [-2.1555, 2.8226, 6.1253], [1.2002, -1.1104, -3.3907], [-0.1682, -5.2516, -1.5014], [2.5952, -2.9188, 0.7036], [0.0786, -2.0124, -5.0005], [-1.3093, 3.1254, 10.9185], [3.3157, -5.9073, -2.6141], [-1.9617, 5.2996, 14.1014], [-1.2875, 2.4456, 9.7175], [2.7270, -0.6288, -5.6167], [-2.6796, 3.7941, 0.9885], [-2.0436, 5.1277, 12.1115], [-1.6524, 0.6982, 1.7124], [-2.4920, 3.7602, 5.9911], [1.6430, -2.7527, -4.6419], [2.2121, -4.7379, -0.8607], [-2.9472, 4.2435, -4.0956], [1.1231, -1.7988, -4.7585], [-0.7797, -1.6589, 5.7443], [-2.4317, 4.2651, 8.6470], [-1.2788, -1.1729, 0.9206], [-1.1896, -1.5248, 2.9631], [1.0046, 3.7159, -2.6523], [-0.5599, 4.4520, 13.3964], [6.0007, -3.1316, -7.5024], [0.6094, -1.6871, -2.6688]],
  "forces_ev_per_a": [[-0.006, -0.014, 0.068], [-0.101, -0.084, -0.018], [0.017, -0.007, -0.051], [0.052, -0.120, 0.038], [0.081, 0.026, -0.078], [-0.151, 0.127, 0.020], [-0.092, 0.175, 0.460], [-0.051, 0.154, 0.018], [0.878, -1.514, -0.592], [0.049, -0.261, -0.034], [-0.065, -0.050, 0.014], [-0.065, 0.240, 0.419], [-0.039, 0.042, -0.073], [-0.868, 0.622, 0.113], [-0.494, -2.363, 0.679], [0.309, 1.510, -0.724], [0.139, 0.009, 0.038], [-0.104, 0.105, 0.004], [-0.119, 0.022, 0.021], [-0.013, -0.146, -0.024], [-0.151, 0.052, 0.681], [-0.003, 0.245, 0.180], [-1.624, 1.705, 0.359], [0.328, -0.848, -0.063], [-0.205, 0.071, 0.016], [-0.506, -0.590, -0.289], [0.111, -0.130, 0.296], [0.163, -0.105, -0.048], [-0.121, 0.035, -0.063], [0.036, 0.052, -0.031], [-0.168, -0.336, 0.415], [0.155, -0.092, -1.648], [0.340, -0.452, 1.393], [0.121, -0.192, -0.002], [0.110, 0.133, 0.029], [-0.140, 0.090, -0.407], [-0.086, 0.123, -0.009], [0.111, 0.076, -0.155], [-0.044, 0.136, -0.093], [0.039, -0.076, 0.027], [0.078, -0.011, -0.023], [0.123, -0.476, -0.383], [0.227, -0.151, 1.196], [-0.412, -0.149, 0.428], [-0.488, -0.953, -0.939], [0.052, 0.072, -0.015], [-0.476, 1.102, -0.650], [0.156, 0.438, -0.330], [0.939, 0.189, 0.204], [-0.236, 0.774, 0.104], [0.467, 0.319, 0.013], [-0.032, -0.041, 0.012], [0.037, 0.173, -0.358], [-0.214, -0.050, 0.148], [0.014, -0.242, -0.026], [0.002, -0.025, 0.115], [0.036, 0.188, 0.192], [0.091, -0.051, -0.126], [-0.035, 0.086, 0.112], [0.088, 0.106, 0.098], [0.663, 0.250, -0.079], [0.078, -0.101, -0.042], [-0.006, 0.086, 0.025], [-0.060, -0.107, 0.103], [-0.189, 0.041, -1.364], [0.357, -0.977, 0.291], [-0.004, -0.167, -0.005], [0.020, 0.072, 0.232], [-0.090, 0.091, -0.106], [-0.216, 0.549, 0.088], [0.041, -0.013, 0.457], [-0.721, 0.461, -0.222], [0.199, 0.049, -0.044], [-0.086, -0.075, -0.309], [-0.023, 0.014, -0.059], [0.243, 0.119, -0.010], [0.061, -0.332, -0.431], [0.771, -0.277, -0.039], [-0.107, 0.027, -0.643], [0.004, -0.095, -0.079], [-0.035, -0.071, 0.004], [-0.503, 0.276, 0.542], [0.432, -0.305, -0.168], [0.075, -0.125, -0.023], [0.030, -0.022, -0.292], [0.259, -0.400, 0.443], [0.167, -0.255, -0.466], [0.041, 0.329, 0.683], [-0.042, 0.084, 0.034], [0.076, -0.013, 0.075], [0.076, -0.080, -0.187], [-0.040, 0.108, 0.038], [-0.001, 0.095, 0.160], [0.113, -1.040, -0.220], [-0.464, 0.079, 0.113], [-1.227, 0.784, 0.307], [0.124, -0.080, 0.057], [-0.040, 0.209, 0.369], [0.131, -1.161, -0.454], [0.077, -0.096, -0.024], [-0.150, 0.104, -0.398], [0.147, -0.079, -0.079], [-0.006, 0.063, -0.085], [-0.042, 0.046, -0.307], [-0.143, 1.134, 0.303], [0.069, -0.027, 0.024], [-0.036, -0.065, 0.060], [0.178, 2.114, 0.792], [0.003, 0.070, 0.026], [0.172, 0.199, 0.012], [0.014, -0.230, -0.420], [0.150, -0.261, 0.092], [1.193, -0.286, -0.533], [-0.068, -0.582, 1.108], [0.016, 0.095, -0.037], [-0.083, -0.016, 0.007], [-0.003, 0.042, 0.025], [0.166, 0.081, -0.003]],
  "mulliken_charge": [0.4137, 0.3727, 0.4182, 0.4683, 0.5696, 0.3740, -1.3841, 0.1470, 1.3905, 0.1888, 0.4747, -1.2754, 0.2678, 1.6958, -0.4248, 0.1868, 0.4888, 0.5304, 0.5751, 0.4577, -0.4971, -0.7954, -0.7702, 1.6307, -0.8327, 0.2055, -0.8391, -1.2909, 0.2421, 0.7179, 0.3356, 0.2782, -0.7219, -0.7669, 0.4429, -0.0518, 0.4320, -0.2844, 0.5487, 0.4440, 0.4528, -0.0951, 0.0318, -0.7995, -0.8362, 0.3520, 0.6698, -0.5484, 0.4127, 0.6607, 0.1344, 0.3165, -0.4644, -0.4012, -0.8362, 0.6337, -0.4059, 0.5203, 0.3136, 0.5126, -1.8133, 0.4417, 0.4241, 0.2102, 1.9634, 0.0525, 0.4835, -0.7308, 0.2461, 0.6177, -0.8029, -0.9956, -1.2884, 0.8781, 0.5080, 0.1222, 0.3716, 0.6990, -0.0099, 0.5822, 0.2529, -0.8174, -1.0660, 0.5292, -0.9454, 0.2902, -0.4888, 0.2503, 0.3075, -1.0205, 0.1453, 0.4845, -0.1033, -0.5958, -0.7496, -0.8128, 0.3802, -0.4603, -0.5594, 0.2433, -0.7638, 0.1713, 0.5229, -0.4460, -0.0207, 0.1927, 0.2153, 0.6297, 0.4899, -0.4074, -0.1472, -0.5437, -0.2389, 0.0326, -0.9865, 0.3379, 0.4207, -0.6693],
  "total_charge": 1,
  "multiplicity": 4,
  "homo_ev": [-9.1, -9.1],
  "lumo_energy_ev": [-3.017, -3.925],
  "s_squared": 3.772
}

=====

Record 2
{
  "formula": "C51H49O4SbTeW",
  "method": "the ωB97M-V functional and the def2-TZVPD basis",
  "species": ["H", "C", "H", "C", "C", "C", "H", "C", "H", "C", "C", "C", "Te", "H", "H", "H", "C", "C", "H", "H", "C", "H", "H", "C", "C", "H", "C", "O", "H", "O", "H", "C", "C", "C", "H", "H", "H", "O", "H", "H", "C", "H", "H", "C", "H", "C", "H", "C", "C", "H", "C", "H", "C", "C", "H", "C", "C", "H", "C", "H", "H", "C", "H", "C", "C", "C", "C", "H", "O", "W", "C", "C", "C", "H", "C", "H", "C", "C", "C", "C", "H", "H", "C", "Sb", "C", "C", "H", "H", "H", "C", "C", "H", "C", "H", "H", "H", "C", "H", "H", "C", "H", "H", "H", "C", "H", "C", "H"],
  "coordinates": [[-2.7750, -2.1091, 1.6174], [-0.9365, -4.3876, 4.1166], [2.1526, -5.9848, -0.6744], [0.5237, -0.4576, 2.7299], [-0.0966, -1.5065, 1.8017], [5.4839, -0.6739, -0.6400], [4.4935, 4.9461, -1.4784], [2.0469, -1.3509, -4.1703], [-0.4296, -2.1799, -0.8779], [0.7868, -2.5004, -5.8635], [-2.2916, -4.5737, 3.8756], [-1.3892, 3.4209, 1.7023], [-2.9581, -0.1309, -2.1308], [-0.4213, -5.0155, 4.8316], [-2.8363, -5.3470, 4.4005], [6.5139, -0.5148, -0.3501], [-0.0542, -3.0114, -4.8851], [2.7700, 3.9322, -2.2516], [-5.2045, 5.4546, -1.3938], [-1.7243, 6.3127, 3.4264], [1.2062, -1.8573, -3.1846], [-2.2326, 2.2771, 4.7696], [2.8755, -0.7105, -3.8951], [0.6832, -2.2873, -0.7043], [-0.2355, -3.3999, 3.4450], [0.8197, -3.2673, 3.6397], [0.2203, -0.3844, 4.0825], [1.4728, -3.3404, 1.2214], [-0.1681, -5.4969, 1.4870], [1.0669, -3.5911, -0.9745], [-1.6579, 1.4454, 2.5273], [-2.0023, 2.9804, 3.9803], [1.8386, -1.6718, -5.5035], [4.5822, 0.3780, -0.6151], [3.2383, -4.7498, 0.0108], [2.5792, 1.0181, -0.9936], [-3.5750, -2.3261, -0.6972], [-1.0767, -0.7060, 1.0191], [4.9043, 1.3667, -0.3135], [-1.0023, -4.3179, 0.4723], [1.3956, -1.3709, -1.7582], [0.6305, -2.7605, -6.9020], [1.6106, 0.5100, 1.1192], [-1.6859, 2.5119, 2.7128], [-5.1144, 4.9837, -3.8189], [3.2596, 0.1751, -0.9885], [-1.4775, 2.8084, -3.2839], [-2.2940, 3.3817, -2.8562], [-3.5825, -2.1272, -1.7650], [-0.4294, -1.1188, 4.5367], [2.3096, -5.2978, 0.1560], [-4.3483, 1.8741, -1.0604], [-0.1723, -5.0237, 0.5068], [1.8671, 1.5444, 2.9525], [-0.8609, -3.6788, -5.1591], [5.0659, -1.9288, -1.0628], [-1.7139, 5.2499, 3.2247], [-3.2452, 3.6645, -4.7558], [-2.3458, 3.6474, -1.4891], [5.7715, -2.7477, -1.1102], [-0.3275, -5.7867, -0.2556], [1.3417, 0.5284, 2.1759], [-4.5829, -2.2474, -2.1742], [3.5096, 4.5554, -1.2545], [1.0249, -2.0812, 0.8097], [1.1530, -4.3362, 0.2487], [-1.4008, 4.7930, 1.9534], [3.5657, 5.1722, 0.7999], [0.6288, -0.0892, -1.7257], [-0.7566, 0.0620, -0.5828], [0.9830, 3.5701, -0.6859], [2.9900, 4.6818, 0.0258], [1.5064, 3.4352, -1.9696], [-2.2644, 4.7053, 5.2230], [0.1504, -2.6897, -3.5516], [-4.3428, 0.5025, 0.0973], [3.7492, -2.1359, -1.4424], [-2.9444, -3.7517, 2.9720], [-0.8836, -2.5792, 2.5226], [-3.3979, 4.3886, -0.9594], [-5.4163, 0.4692, -1.3324], [3.4323, -3.1063, -1.7997], [2.8338, -1.0873, -1.3876], [-0.9096, 2.7638, -0.2254], [1.7236, 4.1895, 0.3168], [-2.2451, -2.7538, 2.3050], [2.5047, -1.2793, -6.2602], [0.9449, 2.9440, -2.7571], [2.5168, 2.2830, 2.5012], [0.7485, 0.6363, 4.8678], [-3.2910, 3.8630, -3.6931], [0.5122, 0.6699, 5.9233], [-2.0161, 4.3439, 4.2338], [-4.0035, -3.8785, 2.7896], [1.9942, 2.3799, 4.9277], [1.3232, 4.2953, 1.3177], [-4.3390, 4.6066, -3.1655], [-1.1683, 5.5061, 1.1701], [2.3780, -5.8738, 1.0777], [1.5745, 1.5967, 4.3104], [1.8796, -1.4103, 0.8788], [-0.4901, -3.1406, -2.8043], [3.1754, 3.8358, -3.2502], [-4.4564, 0.7985, -0.9418], [-2.8929, -2.7862, -2.2875], [-4.3903, 4.8716, -1.8038], [-3.4560, 4.5875, 0.1038]],
  "forces_ev_per_a": [[-0.009, 0.008, -0.003], [0.018, 0.010, 0.001], [0.009, -0.005, 0.009], [-0.004, -0.023, 0.011], [0.028, 0.006, 0.058], [0.013, 0.017, -0.001], [-0.008, 0.000, 0.001], [0.016, -0.013, -0.015], [-0.018, 0.011, -0.001], [0.003, -0.010, -0.013], [-0.016, 0.004, 0.000], [0.031, 0.008, 0.000], [-0.017, 0.132, -0.044], [-0.002, 0.006, -0.003], [0.004, 0.001, -0.008], [-0.008, -0.001, 0.002], [-0.016, -0.006, 0.022], [0.000, 0.005, -0.008], [-0.001, -0.003, -0.011], [0.000, -0.005, -0.001], [-0.026, 0.019, 0.021], [-0.002, 0.003, -0.002], [-0.010, 0.000, -0.009], [0.017, 0.004, 0.039], [0.011, -0.003, 0.005], [0.001, -0.004, 0.006], [-0.021, 0.012, -0.003], [-0.052, -0.024, -0.022], [-0.010, -0.007, -0.001], [-0.019, 0.018, -0.023], [-0.001, -0.030, 0.018], [0.000, -0.018, 0.000], [0.002, 0.006, 0.003], [0.009, 0.006, 0.007], [-0.002, -0.001, -0.001], [-0.010, -0.008, -0.003], [0.005, -0.025, 0.011], [0.017, 0.133, -0.054], [0.005, -0.008, -0.007], [0.002, 0.000, 0.002], [0.048, -0.029, -0.034], [0.000, 0.005, 0.008], [-0.014, 0.021, 0.033], [0.020, 0.020, -0.037], [0.003, 0.003, 0.004], [-0.019, -0.005, 0.015], [0.014, -0.005, -0.011], [-0.021, 0.016, -0.007], [-0.027, -0.017, 0.002], [0.005, -0.010, 0.004], [-0.016, 0.012, -0.010], [0.001, -0.019, -0.008], [0.011, 0.010, -0.009], [-0.002, 0.041, 0.029], [0.004, 0.001, -0.001], [-0.020, -0.006, -0.008], [-0.005, 0.005, -0.009], [-0.006, 0.005, 0.001], [0.033, -0.016, 0.040], [-0.005, 0.003, 0.003], [-0.001, -0.001, 0.009], [0.005, -0.003, -0.051], [0.002, 0.000, 0.007], [0.007, -0.012, 0.001], [0.025, 0.021, 0.015], [0.020, 0.004, 0.030], [0.003, -0.027, -0.001], [-0.002, -0.001, -0.009], [0.030, 0.085, -0.051], [-0.026, -0.400, 0.068], [-0.060, 0.021, 0.059], [-0.008, 0.003, 0.018], [-0.026, -0.014, -0.020], [0.006, 0.001, -0.005], [0.003, 0.010, -0.020], [0.002, -0.004, 0.003], [0.030, -0.010, 0.001], [-0.004, -0.007, 0.005], [-0.011, 0.016, -0.012], [0.012, 0.003, -0.031], [-0.002, 0.009, 0.005], [0.003, -0.007, 0.003], [-0.026, 0.026, -0.005], [0.012, 0.067, 0.014], [0.029, -0.023, -0.038], [0.024, -0.004, -0.012], [-0.003, -0.002, 0.005], [0.002, 0.012, 0.009], [0.003, 0.003, 0.004], [-0.002, -0.026, -0.017], [0.008, 0.000, -0.019], [0.002, 0.001, -0.006], [-0.008, 0.008, 0.014], [0.003, 0.002, 0.006], [-0.008, 0.002, -0.003], [-0.014, 0.010, 0.009], [0.003, 0.001, 0.014], [0.008, 0.003, 0.001], [0.003, -0.004, -0.005], [0.009, 0.001, -0.004], [0.013, -0.006, 0.012], [0.004, 0.006, -0.010], [0.000, 0.001, 0.008], [-0.019, -0.028, -0.020], [0.011, -0.004, 0.014], [-0.012, -0.001, 0.013], [0.008, 0.016, 0.003]],
  "mulliken_charge": [0.4029, -1.1064, 0.3564, 0.4057, 2.3019, -0.6711, 0.4385, -0.5502, 1.2292, -0.6116, -0.6998, 0.6097, 0.1774, 0.4564, 0.4508, 0.4559, -1.2623, -0.5550, 0.4358, 0.4482, -0.2415, 0.4995, 0.5713, -0.5662, 0.2324, 0.5225, -0.2635, -0.4701, 0.3454, -0.4746, 0.0087, -0.5408, -1.0275, -0.7942, 0.4394, 0.1551, 0.2120, 0.1964, 0.5084, 0.0901, 3.1060, 0.4615, -0.6438, -0.4736, 0.4302, 0.4931, 0.4542, -0.4934, -0.8700, 0.4787, -1.6821, 0.0399, -1.4550, -0.8009, 0.4732, -1.1501, -0.7655, 0.4679, 0.8461, 0.4872, 0.5375, 0.4258, 0.5095, -0.7008, -0.0510, 1.2560, -0.3805, 0.4649, 0.3631, -0.0465, 1.0840, -0.6703, -0.7425, 0.4331, -0.1969, 0.3450, -0.1499, -1.0283, -0.9871, -0.5635, 0.4761, 0.8026, -1.4590, 0.7938, -0.4236, 0.1366, 0.4769, 0.1185, 0.6421, -1.0882, -0.8618, 0.4867, -0.7422, 0.4742, 0.4613, 0.4679, -0.5828, 0.6240, 0.4034, -1.0429, 0.1520, 0.4672, 0.4833, -0.6932, 0.2652, -0.6765, 0.4173],
  "total_charge": 2,
  "homo_ev": -13.7,
  "lumo_energy_ev": -6.084
}

=====

Result set for E: -5872.033105 -2848.584520 hartree, one per record in the order listed.